1.
Below is C40H34Cl2F6N5O3PSY as an isolated structure, with properties calculated with ωB97M-V/def2-TZVPD.

The value obtained for the LUMO energy is -2.47 eV. The relative energy (zero: lowest compared OMol25 entry of this formula, charge and spin) comes out at 8.2 kJ/mol. Its net charge is +1. The HOMO energy comes out at -11.017 eV. The calculation puts the HOMO-LUMO gap at 8.547 eV.

Each line ends with the Löwdin charge.
Geometry (Å):
Y: 0.10 -0.39 -0.08  1.502
N: 3.15 -0.13 3.31  0.202
C: 2.33 0.75 4.00  -0.169
C: 2.46 1.37 5.23  -0.003
C: 1.44 2.22 5.61  -0.067
C: 0.33 2.43 4.78  -0.057
C: 0.20 1.80 3.56  -0.020
C: 1.22 0.94 3.17  -0.206
N: 1.37 0.18 2.00  0.098
C: 2.54 -0.42 2.14  -0.247
C: 3.10 -1.30 1.12  -0.305
C: 4.33 -1.89 1.09  -0.306
S: 4.49 -2.80 -0.33  1.108
C: 2.93 -2.34 -0.81  -0.443
N: 2.31 -1.57 0.03  -0.039
H: 4.03 -0.50 3.62  0.171
H: 3.33 1.21 5.86  0.117
H: 1.50 2.73 6.56  0.110
H: -0.45 3.10 5.12  0.112
H: -0.67 1.97 2.95  0.082
H: 5.13 -1.83 1.81  0.084
H: 2.49 -2.66 -1.74  0.096
N: -0.24 2.20 0.15  0.011
C: -1.38 2.99 0.58  -0.314
C: -1.35 4.37 0.43  -0.020
C: -2.40 5.14 0.88  -0.058
C: -3.49 4.53 1.50  -0.060
C: -3.52 3.16 1.63  -0.073
C: -2.48 2.36 1.17  -0.323
P: -2.50 0.53 1.22  1.098
C: -2.90 0.06 2.94  -0.356
C: -4.12 0.33 3.56  -0.087
C: -4.34 -0.05 4.87  -0.066
C: -3.34 -0.71 5.58  -0.066
C: -2.13 -1.01 4.96  -0.062
C: -1.92 -0.62 3.65  -0.124
C: -4.08 0.17 0.36  -0.363
C: -4.70 -1.05 0.59  -0.098
C: -5.83 -1.41 -0.13  -0.065
C: -6.35 -0.55 -1.09  -0.077
C: -5.73 0.66 -1.33  -0.077
C: -4.60 1.02 -0.62  -0.095
H: 0.15 2.61 -0.70  0.083
H: 0.52 2.30 0.82  0.081
H: -0.48 4.84 -0.02  0.120
H: -2.37 6.22 0.77  0.112
H: -4.31 5.13 1.86  0.112
H: -4.39 2.70 2.08  0.101
H: -4.92 0.80 3.01  0.102
H: -5.29 0.16 5.34  0.109
H: -3.52 -1.01 6.60  0.109
H: -1.36 -1.54 5.50  0.111
H: -0.99 -0.87 3.16  0.065
H: -4.31 -1.72 1.34  0.096
H: -6.31 -2.36 0.06  0.111
H: -7.24 -0.83 -1.64  0.109
H: -6.13 1.34 -2.07  0.111
H: -4.12 1.97 -0.82  0.107
C: -2.31 -3.89 1.54  0.031
C: -0.94 -3.49 0.98  -0.445
O: -0.88 -2.16 0.68  -0.310
C: -0.67 -4.31 -0.30  -0.553
F: -1.72 -4.24 -1.13  0.147
F: 0.38 -3.82 -0.99  0.132
F: -0.44 -5.60 -0.06  0.176
C: 0.13 -3.86 2.05  -0.549
F: -0.07 -5.05 2.62  0.168
F: 0.12 -2.95 3.05  0.139
F: 1.38 -3.87 1.56  0.149
H: -3.07 -3.57 0.84  0.080
H: -2.47 -3.37 2.49  0.095
H: -2.39 -4.96 1.70  0.103
Cl: 4.52 0.51 -2.61  0.631
C: 2.89 1.06 -3.05  -0.997
Cl: 2.81 2.81 -3.24  0.627
C: 1.93 0.60 -1.95  -0.815
O: 1.98 1.13 -0.83  -0.105
O: 1.13 -0.32 -2.25  -0.102
H: 2.64 0.60 -4.00  0.068
C: -4.60 -0.14 -4.99  -0.028
C: -3.58 -0.14 -3.89  -0.254
C: -3.47 -1.20 -3.00  -0.002
C: -2.52 -1.15 -1.99  -0.121
N: -1.68 -0.12 -1.84  -0.037
C: -1.77 0.89 -2.71  -0.123
C: -2.70 0.93 -3.73  -0.005
H: -5.26 -1.00 -4.92  0.083
H: -4.11 -0.15 -5.96  0.093
H: -5.21 0.77 -4.94  0.088
H: -4.12 -2.05 -3.07  0.126
H: -2.44 -1.94 -1.27  0.092
H: -1.06 1.70 -2.59  0.110
H: -2.73 1.78 -4.39  0.124

***

2.
Below is C40H34Cl2GeNO5S4TcTe as an isolated structure in a non-equilibrium geometry, with properties calculated with ωB97M-V/def2-TZVPD.

The value obtained for the LUMO energy is -1.48 eV. The relative energy (zero: lowest compared OMol25 entry of this formula, charge and spin) comes out at 118.4 kJ/mol. The HOMO energy comes out at -7.267 eV. The calculation puts the HOMO-LUMO gap at 5.786 eV.

Each line ends with the Löwdin charge.
Geometry (Å):
Tc: 0.05 1.13 1.40  0.777
O: -1.77 7.60 2.81  -0.048
C: -1.50 6.46 2.55  -1.009
S: -1.74 5.10 3.67  0.950
C: -1.09 3.87 2.61  -1.176
C: -0.68 4.24 1.37  -1.184
S: -0.08 3.16 0.14  0.528
S: -0.81 5.94 0.99  0.971
S: -1.04 2.21 3.16  0.546
C: 4.02 2.85 3.11  -0.282
Te: 1.91 2.84 3.02  1.764
C: 1.74 3.73 4.92  -0.303
H: 4.33 3.89 3.20  0.032
H: 4.39 2.40 2.19  0.004
H: 4.31 2.28 3.99  0.029
H: 2.67 3.58 5.46  0.024
H: 0.90 3.28 5.44  0.020
H: 1.54 4.79 4.76  0.026
Cl: 5.09 1.07 -5.21  0.707
C: 3.38 0.79 -5.19  -0.578
C: 2.58 1.55 -6.02  -0.117
C: 1.21 1.35 -6.03  -0.089
C: 0.68 0.35 -5.24  -0.117
C: 1.49 -0.43 -4.43  -0.559
Cl: 0.71 -1.75 -3.61  0.778
C: 2.87 -0.21 -4.34  -0.303
N: 3.74 -0.90 -3.53  0.064
C: 3.49 -1.63 -2.34  -0.241
C: 3.95 -2.94 -2.27  -0.026
C: 3.71 -3.71 -1.15  -0.079
C: 2.97 -3.19 -0.10  -0.087
C: 2.54 -1.87 -0.16  -0.024
C: 2.82 -1.06 -1.26  -0.164
C: 2.43 0.40 -1.21  -0.040
C: 2.98 1.00 0.07  -0.595
O: 4.14 1.32 0.18  0.074
O: 2.15 1.05 1.11  -0.368
H: 3.05 2.30 -6.64  0.104
H: 0.57 1.95 -6.67  0.105
H: -0.38 0.13 -5.26  0.100
H: 4.70 -0.91 -3.85  0.094
H: 4.48 -3.35 -3.12  0.115
H: 4.07 -4.73 -1.11  0.102
H: 2.74 -3.79 0.76  0.094
H: 1.96 -1.46 0.66  0.102
H: 1.34 0.51 -1.24  0.101
H: 2.86 0.96 -2.04  0.123
C: 2.21 -1.27 4.40  0.042
C: 1.60 -0.13 3.65  -0.602
O: 2.06 1.04 4.01  -0.280
O: 0.73 -0.33 2.81  -0.103
H: 1.98 -1.16 5.47  0.100
H: 3.29 -1.23 4.28  0.102
H: 1.81 -2.21 4.03  0.092
C: -1.08 0.26 0.53  -0.391
Ge: -2.54 -0.92 -0.06  0.928
C: -3.47 0.00 -1.47  -0.291
C: -4.70 -0.48 -1.92  -0.107
C: -5.41 0.23 -2.89  -0.088
C: -4.91 1.42 -3.38  -0.089
C: -3.69 1.91 -2.93  -0.078
C: -2.97 1.20 -1.98  -0.098
C: -1.65 -2.58 -0.48  -0.289
C: -1.81 -3.21 -1.71  -0.128
C: -1.12 -4.39 -1.99  -0.100
C: -0.29 -4.95 -1.03  -0.081
C: -0.13 -4.33 0.20  -0.095
C: -0.80 -3.14 0.47  -0.118
C: -3.64 -1.06 1.53  -0.279
C: -3.72 -2.23 2.28  -0.102
C: -4.39 -2.24 3.50  -0.088
C: -4.99 -1.08 3.97  -0.090
C: -4.92 0.09 3.23  -0.084
C: -4.24 0.10 2.02  -0.111
H: -5.11 -1.39 -1.52  0.105
H: -6.37 -0.15 -3.23  0.102
H: -5.47 1.98 -4.12  0.102
H: -3.31 2.85 -3.30  0.105
H: -2.03 1.59 -1.61  0.062
H: -2.46 -2.79 -2.46  0.099
H: -1.23 -4.87 -2.95  0.104
H: 0.24 -5.87 -1.24  0.105
H: 0.51 -4.77 0.95  0.099
H: -0.64 -2.64 1.43  0.099
H: -3.26 -3.14 1.92  0.093
H: -4.45 -3.16 4.08  0.100
H: -5.50 -1.09 4.92  0.101
H: -5.39 0.99 3.59  0.104
H: -4.18 1.02 1.45  0.106

***

3.
Below is C40H34CsI2N6O3S2 as an isolated structure in a non-equilibrium geometry, with properties calculated with ωB97M-V/def2-TZVPD.

The value obtained for the LUMO energy is 1.98 eV. The relative energy (zero: lowest compared OMol25 entry of this formula, charge and spin) comes out at 193.0 kJ/mol. Its net charge is -1. The HOMO energy comes out at -4.159 eV. The calculation puts the HOMO-LUMO gap at 6.134 eV.

Each line ends with the Löwdin charge.
Geometry (Å):
Cs: -1.27 -1.04 -0.15  1.325
C: -0.10 3.41 -0.67  -0.188
C: 0.07 3.08 0.81  -0.098
C: 1.12 2.05 1.15  -0.263
C: 2.42 2.11 0.63  -0.038
C: 3.37 1.22 1.08  -0.076
C: 3.01 0.27 2.03  -0.078
C: 1.69 0.26 2.46  -0.131
N: 0.77 1.12 2.04  0.135
N: -1.08 2.55 -1.33  -0.141
C: -0.89 2.47 -2.75  -0.138
C: 0.40 1.78 -3.17  -0.254
C: 0.70 1.68 -4.53  -0.031
C: 1.85 1.03 -4.91  -0.077
C: 2.68 0.50 -3.93  -0.078
C: 2.30 0.65 -2.61  -0.163
N: 1.19 1.29 -2.23  0.128
C: -2.42 2.97 -0.95  -0.137
C: -3.56 2.20 -1.57  -0.272
C: -4.67 2.88 -2.07  -0.027
C: -5.78 2.16 -2.47  -0.078
C: -5.75 0.78 -2.35  -0.070
C: -4.59 0.19 -1.87  -0.121
N: -3.51 0.88 -1.51  0.099
H: 0.85 3.31 -1.20  0.092
H: -0.41 4.47 -0.77  0.116
H: -0.86 2.72 1.23  0.071
H: 0.33 4.00 1.35  0.124
H: 2.68 2.87 -0.10  0.109
H: 4.39 1.26 0.70  0.104
H: 3.72 -0.45 2.41  0.097
H: 1.36 -0.48 3.18  0.113
H: -0.92 3.47 -3.24  0.133
H: -1.72 1.90 -3.17  0.125
H: 0.02 2.11 -5.26  0.110
H: 2.10 0.93 -5.96  0.100
H: 3.58 -0.03 -4.18  0.096
H: 2.90 0.24 -1.80  0.088
H: -2.58 4.04 -1.16  0.120
H: -2.53 2.83 0.13  0.097
H: -4.66 3.96 -2.12  0.104
H: -6.66 2.66 -2.85  0.099
H: -6.60 0.16 -2.63  0.096
H: -4.51 -0.89 -1.78  0.111
I: -2.54 -2.50 2.98  0.901
C: -2.72 -0.54 3.69  -0.632
C: -2.91 -0.31 5.04  -0.257
C: -3.03 0.97 5.52  -0.689
I: -3.34 1.23 7.58  0.822
C: -2.95 2.08 4.64  -0.218
C: -3.07 3.43 5.04  -0.069
C: -2.99 4.43 4.11  -0.070
C: -2.80 4.08 2.77  -0.154
N: -2.70 2.84 2.35  0.095
C: -2.76 1.83 3.25  -0.125
C: -2.65 0.47 2.70  -0.485
O: -2.52 0.23 1.47  -0.489
H: -2.96 -1.15 5.72  0.070
H: -3.22 3.65 6.09  0.045
H: -3.08 5.47 4.40  0.094
H: -2.72 4.85 2.01  0.103
O: 0.60 -2.53 0.31  -0.861
S: 1.87 -2.38 -0.46  0.911
C: 3.10 -3.00 0.76  -0.345
C: 2.68 -3.41 2.01  -0.074
C: 3.61 -3.82 2.96  -0.079
C: 4.96 -3.81 2.66  -0.101
C: 5.39 -3.38 1.40  -0.093
C: 4.46 -2.97 0.46  -0.093
C: 2.05 -3.86 -1.47  -0.389
C: 1.25 -4.95 -1.18  -0.059
C: 1.38 -6.10 -1.94  -0.072
C: 2.29 -6.15 -2.99  -0.094
C: 3.08 -5.04 -3.27  -0.084
C: 2.95 -3.89 -2.52  -0.093
H: 1.62 -3.40 2.23  0.107
H: 3.28 -4.14 3.94  0.102
H: 5.69 -4.13 3.39  0.095
H: 6.45 -3.37 1.16  0.098
H: 4.79 -2.63 -0.51  0.104
H: 0.53 -4.88 -0.37  0.118
H: 0.75 -6.96 -1.73  0.102
H: 2.38 -7.05 -3.59  0.095
H: 3.77 -5.07 -4.10  0.099
H: 3.53 -3.00 -2.76  0.107
O: -1.79 -2.68 -2.12  -0.841
S: -0.69 -2.29 -3.04  0.594
N: 0.56 -1.78 -2.48  -0.526

***

4.
Below is C40H34F6NOP3Pt as an isolated structure, with properties calculated with ωB97M-V/def2-TZVPD.

The value obtained for the LUMO energy (spin up / spin down) is 2.38 / 1.59 eV. The relative energy (zero: lowest compared OMol25 entry of this formula, charge and spin) comes out at 5.7 kJ/mol. Its net charge is -1. The HOMO energy (spin up / spin down) comes out at -4.057 / -5.532 eV. Its multiplicity is 4. The calculation puts the HOMO-LUMO gap (spin up / spin down) at 6.435 / 7.124 eV.

Each line ends with the Löwdin charge.
Geometry (Å):
Pt: -0.52 0.44 0.65  0.918
N: 2.06 1.26 2.03  -0.349
P: 2.21 0.79 0.38  0.944
C: 3.80 -0.13 0.41  -0.347
C: 3.91 -1.20 -0.47  -0.098
C: 5.08 -1.95 -0.52  -0.071
C: 6.14 -1.64 0.32  -0.094
C: 6.03 -0.57 1.20  -0.094
C: 4.87 0.17 1.25  -0.105
C: 2.71 2.33 -0.46  -0.357
C: 3.54 3.28 0.12  -0.090
C: 3.85 4.45 -0.55  -0.090
C: 3.33 4.67 -1.83  -0.096
C: 2.51 3.72 -2.42  -0.080
C: 2.20 2.56 -1.73  -0.112
P: 0.55 0.82 2.65  0.797
C: 0.92 -0.30 4.02  -0.324
C: 0.03 -0.40 5.10  -0.084
C: 0.26 -1.31 6.11  -0.086
C: 1.37 -2.14 6.07  -0.089
C: 2.26 -2.05 5.00  -0.072
C: 2.03 -1.14 3.98  -0.092
C: -0.14 2.27 3.49  -0.363
C: -1.45 2.65 3.20  -0.092
C: -1.98 3.79 3.81  -0.068
C: -1.21 4.53 4.69  -0.089
C: 0.09 4.14 4.98  -0.099
C: 0.62 3.01 4.39  -0.099
H: 2.86 1.35 2.65  0.051
H: 3.07 -1.49 -1.08  0.093
H: 5.15 -2.79 -1.19  0.106
H: 7.05 -2.22 0.29  0.097
H: 6.85 -0.32 1.86  0.097
H: 4.81 1.00 1.94  0.087
H: 3.93 3.13 1.12  0.093
H: 4.47 5.21 -0.08  0.100
H: 3.56 5.60 -2.35  0.100
H: 2.09 3.90 -3.40  0.103
H: 1.52 1.84 -2.17  0.102
H: -0.84 0.24 5.14  0.106
H: -0.44 -1.38 6.94  0.099
H: 1.55 -2.85 6.86  0.098
H: 3.11 -2.70 4.95  0.105
H: 2.70 -1.11 3.13  0.085
H: -2.04 2.07 2.49  0.082
H: -2.99 4.09 3.57  0.106
H: -1.62 5.42 5.14  0.099
H: 0.69 4.72 5.67  0.099
H: 1.63 2.70 4.62  0.106
C: -0.50 2.37 0.12  -0.210
C: -0.50 3.56 -0.19  -0.146
C: -0.50 4.91 -0.52  -0.140
C: 0.46 5.76 0.18  -0.173
C: 1.05 6.89 -0.42  -0.058
C: 2.01 7.64 0.25  -0.100
C: 2.40 7.29 1.54  -0.111
C: 1.83 6.17 2.14  -0.086
C: 0.88 5.42 1.48  -0.017
C: -1.39 5.39 -1.56  -0.176
C: -1.92 4.49 -2.50  -0.022
C: -2.79 4.92 -3.49  -0.091
C: -3.16 6.26 -3.57  -0.111
C: -2.66 7.16 -2.63  -0.099
C: -1.79 6.73 -1.65  -0.047
H: 0.78 7.15 -1.43  0.109
H: 2.45 8.49 -0.24  0.096
H: 3.14 7.88 2.06  0.092
H: 2.13 5.89 3.15  0.094
H: 0.45 4.54 1.94  0.093
H: -1.64 3.45 -2.43  0.109
H: -3.18 4.21 -4.20  0.099
H: -3.84 6.59 -4.34  0.091
H: -2.96 8.20 -2.67  0.095
H: -1.44 7.44 -0.91  0.106
F: -0.32 -2.04 0.25  -0.262
P: 0.67 -3.28 0.72  0.159
F: 1.65 -4.47 1.17  -0.153
F: -0.06 -3.29 2.16  -0.155
F: 1.73 -2.17 1.28  -0.195
F: 1.39 -3.21 -0.73  -0.166
F: -0.41 -4.33 0.14  -0.148
C: -3.00 -1.09 1.33  -0.291
O: -2.55 0.19 0.97  -0.492
H: -4.09 -1.06 1.45  0.062
H: -2.57 -1.43 2.29  0.060
H: -2.76 -1.85 0.58  0.053

***

5.
Below is C40H34HfN4O5P as an isolated structure in a non-equilibrium geometry, with properties calculated with ωB97M-V/def2-TZVPD.

The value obtained for the LUMO energy is -2.92 eV. The relative energy (zero: lowest compared OMol25 entry of this formula, charge and spin) comes out at 109.6 kJ/mol. Its net charge is +1. The HOMO energy comes out at -9.420 eV. The calculation puts the HOMO-LUMO gap at 6.497 eV.

Each line ends with the Löwdin charge.
Geometry (Å):
Hf: 0.27 0.90 -1.37  1.660
C: 0.84 4.30 -1.77  -0.136
C: 2.29 3.94 -1.54  -0.125
C: 2.49 3.18 -0.31  -0.245
C: 2.59 3.79 0.97  -0.018
C: 2.76 3.06 2.13  -0.039
C: 2.87 1.66 2.01  -0.015
C: 2.67 1.07 0.75  -0.101
N: 2.32 1.79 -0.36  0.011
N: -0.06 3.16 -2.26  -0.210
C: 0.09 2.99 -3.74  -0.108
C: 1.08 1.93 -4.13  -0.243
C: 1.32 1.58 -5.43  -0.016
C: 2.26 0.61 -5.79  0.020
C: 2.97 -0.05 -4.72  0.001
C: 2.67 0.29 -3.42  -0.072
N: 1.66 1.20 -3.13  -0.024
C: -1.45 3.62 -2.03  -0.125
C: -2.44 2.48 -2.24  -0.246
C: -3.79 2.75 -2.47  -0.010
C: -4.72 1.78 -2.16  -0.016
C: -4.25 0.50 -1.77  -0.025
C: -2.91 0.24 -1.73  -0.067
N: -1.97 1.24 -1.96  0.010
H: 0.80 5.09 -2.50  0.117
H: 0.34 4.71 -0.87  0.129
H: 2.89 4.89 -1.45  0.153
H: 2.60 3.40 -2.44  0.112
H: 2.47 4.92 1.08  0.146
H: 2.95 3.55 3.05  0.107
H: 3.13 1.01 2.85  0.112
H: 2.67 -0.04 0.56  0.128
H: 0.27 4.00 -4.19  0.158
H: -0.87 2.60 -4.09  0.136
H: 0.70 1.98 -6.25  0.137
H: 2.43 0.38 -6.84  0.122
H: 3.70 -0.82 -4.87  0.116
H: 3.21 -0.18 -2.62  0.125
H: -1.71 4.41 -2.75  0.139
H: -1.53 4.01 -1.01  0.130
H: -4.04 3.83 -2.60  0.137
H: -5.78 2.03 -2.25  0.126
H: -4.92 -0.33 -1.57  0.122
H: -2.53 -0.75 -1.55  0.120
O: 0.45 -2.49 -3.58  0.119
C: 0.30 -1.79 -2.59  -0.476
O: -0.43 -0.68 -2.47  -0.210
C: 1.08 -1.95 -1.28  -0.561
O: 1.40 -3.01 -0.77  0.079
O: 1.42 -0.77 -0.86  -0.223
O: -0.46 1.99 0.40  -0.174
C: -0.76 0.75 0.67  -0.266
C: -1.38 0.34 1.82  -0.220
C: -2.05 1.40 2.45  0.007
C: -2.64 1.12 3.68  -0.055
C: -2.60 -0.16 4.21  -0.035
C: -1.95 -1.24 3.54  -0.089
C: -1.28 -0.99 2.38  -0.331
P: -0.38 -2.34 1.67  1.126
C: 1.03 -2.56 2.80  -0.343
C: 1.20 -1.91 4.01  -0.093
C: 2.41 -1.99 4.70  -0.097
C: 3.44 -2.81 4.27  -0.088
C: 3.24 -3.60 3.13  -0.060
C: 2.04 -3.47 2.42  -0.111
C: -1.27 -3.91 1.94  -0.364
C: -0.70 -5.09 2.36  -0.088
C: -1.39 -6.30 2.40  -0.067
C: -2.75 -6.32 2.03  -0.078
C: -3.36 -5.12 1.61  -0.083
C: -2.61 -3.95 1.51  -0.112
H: -1.99 2.33 1.97  0.100
H: -3.15 1.92 4.25  0.118
H: -3.17 -0.40 5.11  0.117
H: -1.94 -2.27 3.95  0.132
H: 0.43 -1.30 4.43  0.084
H: 2.52 -1.50 5.67  0.106
H: 4.39 -2.71 4.76  0.101
H: 4.03 -4.21 2.72  0.105
H: 1.89 -4.01 1.49  0.093
H: 0.37 -5.12 2.67  0.099
H: -0.90 -7.19 2.75  0.103
H: -3.31 -7.25 2.07  0.106
H: -4.43 -5.08 1.39  0.103
H: -3.08 -3.06 1.10  0.095

***

- The highest relative energy (zero: lowest compared OMol25 entry of this formula, charge and spin) belongs to which entry?
  C40H34CsI2N6O3S2

***

- What is the relative energy (zero: lowest compared OMol25 entry of this formula, charge and spin) in the fifth record?
  109.6 kJ/mol

***

- The highest relative energy (zero: lowest compared OMol25 entry of this formula, charge and spin) belongs to which entry?
  C40H34CsI2N6O3S2